No. 1
{"formula": "C43H58N10O6PTi", "method": "ωB97M-V with the def2-TZVPD basis set", "symbols": ["Ti", "C", "C", "C", "C", "C", "H", "H", "H", "H", "H", "N", "C", "C", "C", "N", "C", "C", "N", "C", "H", "H", "H", "H", "H", "H", "H", "H", "H", "H", "H", "H", "H", "H", "H", "H", "C", "C", "C", "C", "P", "C", "C", "C", "C", "C", "C", "C", "C", "C", "C", "H", "H", "H", "H", "H", "H", "H", "H", "H", "H", "H", "H", "H", "H", "H", "H", "H", "H", "H", "H", "H", "H", "H", "O", "C", "O", "C", "C", "C", "C", "C", "C", "N", "O", "O", "N", "O", "O", "H", "H", "H", "C", "C", "N", "C", "C", "N", "C", "N", "N", "N", "C", "C", "C", "C", "C", "C", "H", "H", "H", "H", "H", "H", "H", "H", "H", "H", "H"], "xyz": [[-0.0939, -1.3970, 0.5769], [-2.0546, -2.4039, 0.2825], [-1.9656, -3.6587, 0.9293], [-1.1538, -4.5336, 0.1791], [-0.7070, -3.8415, -0.9264], [-1.2343, -2.4854, -0.9005], [-2.8796, -1.7107, 0.3763], [-2.4867, -3.9412, 1.8379], [-0.9416, -5.5655, 0.4245], [-0.1061, -4.2598, -1.7237], [-1.4638, -1.9338, -1.8036], [1.2362, 1.7758, 5.3936], [1.3135, 1.3090, 3.9375], [0.2138, 1.9811, 3.0961], [-1.0580, 1.1367, 2.9109], [-1.0943, 0.3709, 1.6207], [-1.2519, 0.1691, 4.0658], [-0.1146, -0.8487, 4.1462], [-0.3530, -1.8960, 3.1268], [1.2729, -0.2134, 3.8770], [1.3043, 2.7929, 5.4607], [2.0011, 1.3854, 5.9477], [0.3633, 1.4990, 5.8418], [2.2912, 1.6552, 3.6097], [0.6170, 2.2496, 2.1194], [-0.0632, 2.9385, 3.5473], [-1.8992, 1.8234, 2.8909], [-1.2075, 1.0386, 0.8508], [-1.9961, -0.1071, 1.6276], [-2.2034, -0.3587, 3.9616], [-1.3527, 0.7328, 4.9979], [-0.1152, -1.2960, 5.1399], [-1.2436, -2.3441, 3.3205], [0.3352, -2.6353, 3.2403], [1.5840, -0.4848, 2.8702], [2.0299, -0.6402, 4.5401], [-4.0173, 2.4364, 0.8202], [-4.2492, 1.5851, -0.4338], [-5.2834, 2.2612, -1.3372], [-4.8222, 0.2333, 0.0232], [-2.5636, 1.1927, -1.1788], [-1.5840, 2.7498, -1.2027], [-2.0688, 4.0352, -1.4555], [-1.2061, 5.1219, -1.5211], [0.1622, 4.9529, -1.3392], [0.6668, 3.6856, -1.0851], [-0.2045, 2.6028, -1.0135], [-2.6927, 0.8007, -3.0182], [-3.1607, 1.9430, -3.9223], [-1.2586, 0.4355, -3.4370], [-3.6028, -0.4192, -3.1972], [-4.9772, 2.6303, 1.3083], [-3.5513, 3.3967, 0.6052], [-3.3874, 1.9020, 1.5437], [-6.1880, 2.4467, -0.7499], [-5.5713, 1.6244, -2.1724], [-4.9536, 3.2195, -1.7328], [-5.8045, 0.3827, 0.4808], [-4.1808, -0.2363, 0.7782], [-4.9500, -0.4662, -0.8058], [-3.1249, 4.2067, -1.6135], [-1.6058, 6.1070, -1.7295], [0.8321, 5.8025, -1.4032], [1.7351, 3.5399, -0.9562], [0.1985, 1.6094, -0.8665], [-2.5650, 2.8459, -3.7869], [-4.2104, 2.1877, -3.7790], [-3.0439, 1.6262, -4.9647], [-0.6131, 1.3174, -3.4552], [-1.2730, 0.0030, -4.4427], [-0.8139, -0.2901, -2.7515], [-4.6517, -0.1707, -3.0277], [-3.3409, -1.2450, -2.5260], [-3.5229, -0.7846, -4.2249], [3.2708, -2.2434, 0.6090], [2.4387, -2.9468, 1.0883], [1.0876, -2.6267, 1.0053], [2.7083, -4.1803, 1.8539], [1.6538, -4.9519, 2.3199], [1.9229, -6.0821, 3.0546], [3.2107, -6.4831, 3.3406], [4.2377, -5.6829, 2.8740], [4.0228, -4.5413, 2.1361], [5.6379, -6.0560, 3.2096], [6.4901, -5.2298, 2.9595], [5.8033, -7.1349, 3.7271], [0.7715, -6.8640, 3.5665], [1.0064, -7.9258, 4.0797], [-0.3296, -6.3375, 3.4728], [0.6295, -4.6920, 2.1094], [3.4155, -7.3809, 3.9097], [4.8579, -3.9473, 1.7914], [1.6315, -1.4684, -2.7202], [1.9936, -0.5444, -1.6131], [1.3089, -0.3507, -0.4733], [2.0472, 0.5619, 0.2852], [3.1394, 0.9227, -0.4010], [3.0760, 0.2348, -1.6004], [3.9962, 0.5544, -2.7236], [3.9087, 1.9395, -3.0087], [4.7113, 2.8057, -2.3035], [4.3177, 3.9958, -2.5226], [3.2104, 3.9538, -3.3660], [2.4128, 4.9878, -3.8638], [1.3313, 4.6293, -4.6379], [1.0493, 3.2788, -4.9301], [1.8372, 2.2503, -4.4546], [2.9279, 2.6288, -3.6677], [1.1377, -2.3466, -2.3205], [2.5178, -1.8009, -3.2557], [0.9606, -0.9855, -3.4320], [1.7262, 0.9012, 1.2493], [3.9434, 1.6082, -0.1820], [3.7202, -0.0318, -3.5931], [5.0114, 0.3226, -2.4213], [2.6541, 6.0231, -3.6533], [0.6850, 5.3981, -5.0441], [0.2019, 3.0475, -5.5652], [1.6324, 1.2156, -4.7110]], "forces_ev_per_angstrom": [[-0.6, -0.4, 1.3], [-0.2, -0.2, -0.3], [0.0, 0.0, 0.0], [-0.1, 0.0, -0.1], [-0.2, 0.1, -0.1], [-0.2, -0.2, -0.1], [0.1, 0.0, 0.1], [0.1, 0.1, 0.0], [0.0, 0.1, 0.0], [0.1, 0.1, 0.1], [0.2, 0.1, 0.1], [0.0, -0.1, -0.2], [-0.1, 0.0, -0.1], [0.0, -0.1, 0.1], [0.2, -0.2, 0.1], [0.4, 0.3, -0.1], [0.1, 0.0, -0.1], [0.0, 0.1, -0.1], [0.0, 0.1, -0.2], [-0.2, 0.0, 0.2], [0.0, 0.1, 0.0], [0.1, 0.0, 0.0], [-0.1, 0.0, 0.1], [0.1, 0.0, 0.0], [0.0, 0.1, 0.0], [0.0, 0.0, 0.0], [-0.1, 0.1, -0.1], [0.0, 0.1, -0.1], [-0.1, 0.1, -0.1], [0.0, 0.0, 0.1], [0.0, 0.0, 0.0], [0.0, -0.1, 0.1], [-0.1, 0.0, 0.1], [0.0, -0.1, -0.1], [0.1, 0.0, -0.1], [0.0, 0.0, 0.0], [0.0, 0.0, 0.0], [0.1, -0.1, 0.0], [0.0, 0.0, 0.1], [-0.1, 0.0, 0.0], [0.0, 0.2, -0.4], [0.1, 0.0, 0.1], [0.0, 0.1, 0.0], [0.0, 0.0, 0.0], [0.0, 0.0, 0.0], [-0.1, 0.0, 0.1], [-0.1, 0.1, -0.1], [0.1, 0.0, 0.1], [0.0, -0.1, -0.1], [-0.1, 0.1, 0.0], [0.0, 0.0, 0.0], [0.1, -0.1, 0.0], [0.0, 0.0, 0.0], [-0.1, 0.1, -0.1], [0.0, 0.0, 0.0], [0.0, 0.0, 0.0], [0.0, 0.0, 0.0], [0.1, 0.0, 0.0], [-0.1, 0.0, 0.0], [0.0, 0.0, 0.1], [0.0, 0.0, 0.0], [0.0, 0.0, 0.0], [-0.1, 0.0, 0.0], [-0.1, 0.0, 0.0], [-0.1, 0.1, 0.0], [0.0, 0.0, 0.0], [0.0, 0.0, 0.0], [0.0, 0.0, 0.1], [0.0, 0.0, 0.0], [0.0, 0.0, 0.0], [-0.1, 0.0, 0.0], [0.1, 0.0, 0.0], [0.0, 0.1, -0.1], [0.0, 0.0, 0.0], [0.0, 0.3, -0.2], [0.0, -0.1, 0.1], [1.2, -0.4, 0.0], [-0.3, 0.0, 0.1], [-0.1, 0.1, 0.0], [-0.1, -0.1, 0.0], [0.1, -0.2, 0.1], [0.1, 0.0, 0.0], [0.0, 0.1, -0.1], [0.2, 0.0, 0.2], [-0.2, -0.1, 0.0], [-0.1, 0.2, -0.1], [-0.1, 0.1, 0.4], [0.0, 0.1, -0.2], [0.2, -0.1, -0.2], [-0.1, 0.0, 0.0], [0.0, 0.0, 0.0], [0.0, 0.0, 0.0], [0.1, 0.1, 0.0], [-0.1, 0.1, 0.1], [0.0, 0.0, -0.1], [-0.2, -0.2, 0.0], [0.2, 0.0, -0.3], [0.3, 0.1, 0.0], [-0.1, 0.1, 0.1], [0.3, -0.1, 0.0], [-0.4, 0.3, -0.3], [-0.1, -0.3, -0.1], [0.1, 0.2, 0.1], [0.1, 0.1, -0.1], [0.0, 0.1, 0.0], [0.1, 0.0, 0.0], [0.0, 0.0, 0.0], [0.0, -0.1, 0.1], [-0.1, -0.1, 0.0], [0.0, 0.0, 0.0], [0.1, 0.0, 0.0], [0.0, 0.0, 0.0], [0.0, 0.0, -0.1], [0.0, -0.1, 0.0], [0.1, 0.0, 0.0], [0.0, -0.1, 0.0], [0.1, -0.1, 0.0], [0.0, 0.0, 0.0], [0.0, 0.1, 0.0]], "mulliken_charge": [0.025, -0.128, -0.827, -1.023, -1.163, -0.389, 0.502, 0.666, 0.564, 0.627, 1.100, -0.082, -0.785, -1.263, 0.650, 1.018, -2.246, 0.296, -0.545, -0.229, 0.415, 0.424, 0.287, 0.751, 0.028, 0.565, 1.042, -1.846, 0.215, 0.589, 0.344, 0.621, 0.343, 0.023, -0.580, 0.642, -1.912, 2.046, -1.688, -1.553, 1.263, -0.318, -0.252, -1.039, -1.184, -1.063, 1.151, 2.494, -1.643, -1.188, -1.783, 0.561, 0.337, 0.344, 0.532, 0.401, 0.246, 0.586, 0.243, 0.284, 0.201, 0.528, 0.472, 0.535, -0.439, 0.277, 0.312, 0.534, -0.032, 0.981, -0.909, 0.399, 0.160, 0.582, -0.526, -0.291, 1.970, 0.620, 0.240, -0.459, -0.652, -0.376, -0.510, 1.025, -0.573, -0.562, 1.046, -0.561, -0.606, 0.112, 0.646, 0.764, -1.291, 0.627, 1.966, -0.113, -1.770, 0.485, -1.378, 0.666, -0.630, -0.475, 0.290, -0.809, -0.660, -0.463, -0.729, 1.154, -0.347, 0.809, 0.129, -0.370, 0.716, 0.602, 0.218, 0.545, 0.468, 0.462, 0.491], "homo_energy_ha": -0.556, "total_charge": 3, "energy_ha": -3862.14000, "de_lowest_kcal_mol": 56.1, "lumo_ev": -9.211}


No. 2
{"formula": "C43H58N2O7S", "method": "ωB97M-V with the def2-TZVPD basis set", "symbols": ["C", "C", "O", "C", "C", "C", "C", "C", "C", "O", "O", "S", "O", "O", "O", "C", "C", "N", "C", "C", "O", "C", "N", "H", "H", "H", "H", "H", "H", "H", "H", "H", "H", "H", "H", "H", "H", "H", "H", "H", "H", "H", "H", "H", "H", "H", "H", "H", "H", "H", "H", "C", "C", "C", "C", "C", "C", "H", "H", "H", "H", "H", "H", "C", "C", "C", "C", "C", "C", "H", "H", "H", "H", "H", "H", "C", "C", "C", "C", "C", "C", "H", "H", "H", "H", "H", "H", "C", "C", "C", "C", "C", "C", "H", "H", "H", "H", "H", "H", "C", "C", "C", "C", "C", "C", "H", "H", "H", "H", "H", "H"], "xyz": [[-5.9556, -5.2214, 2.0314], [-6.1684, -3.6284, 1.5838], [-5.4228, -3.2843, 0.3618], [-4.0254, -2.9930, 0.7206], [-3.1901, -2.3858, -0.5487], [-2.2080, -1.0917, -0.1486], [-0.5717, -1.4392, -0.1085], [-0.2398, -2.9685, 0.3741], [0.3136, -3.9653, -0.8127], [-0.6675, -4.9958, -1.2363], [-2.2563, -0.3540, -1.4574], [-1.6834, 1.2577, -1.2099], [-2.5538, 2.3133, -1.9956], [-0.2083, 1.5704, -1.5806], [-2.1772, 1.3258, 0.4290], [-2.7976, 0.0353, 0.8790], [-4.4090, 0.3870, 0.8520], [-4.9421, 0.7846, -0.5070], [-2.4349, 0.0367, 2.4641], [-1.7525, -1.3166, 3.0651], [-0.2664, -1.1147, 3.0806], [-2.1833, -1.4326, 4.6684], [-3.4979, -2.1578, 4.8867], [-6.4911, -5.8818, 1.2091], [-4.8153, -5.5279, 2.0457], [-6.3796, -5.4486, 3.1021], [-5.9571, -2.9300, 2.5036], [-7.3317, -3.5252, 1.3551], [-4.0241, -2.3345, 1.6877], [-3.4794, -4.0108, 1.0235], [-4.0010, -1.9159, -1.2876], [-2.6044, -3.1764, -1.1882], [-0.1695, -1.3476, -1.2270], [0.0151, -0.6203, 0.5055], [0.6421, -2.8788, 1.1735], [-1.1116, -3.5247, 0.9205], [1.2328, -4.5654, -0.3512], [0.6964, -3.3410, -1.7264], [-1.4851, -4.9866, -0.6560], [-4.5409, 1.3445, 1.5508], [-5.0901, -0.4737, 1.2696], [-5.6024, 0.0812, -0.9074], [-5.3281, 1.7559, -0.5245], [-1.7932, 1.0077, 2.7162], [-3.4586, 0.1941, 3.0574], [-1.9943, -2.3099, 2.4996], [0.1053, -2.0491, 3.2614], [-2.2096, -0.3180, 5.0657], [-1.2560, -1.9590, 5.2016], [-4.0002, -2.1375, 3.9650], [-4.0101, -1.5680, 5.6080], [2.7028, 0.7295, -0.1304], [3.2494, -0.5511, -0.2078], [4.5577, -0.7787, 0.2181], [5.3168, 0.2734, 0.7311], [4.7688, 1.5533, 0.8121], [3.4637, 1.7828, 0.3775], [1.6844, 0.9073, -0.4656], [2.6555, -1.3723, -0.6013], [4.9856, -1.7753, 0.1513], [6.3347, 0.0952, 1.0677], [5.3600, 2.3728, 1.2135], [3.0390, 2.7812, 0.4356], [-5.6682, -7.6862, -1.3351], [-5.4248, -6.3979, -1.8102], [-5.2280, -6.1822, -3.1739], [-5.2844, -7.2547, -4.0645], [-5.5316, -8.5425, -3.5897], [-5.7192, -8.7595, -2.2249], [-5.8182, -7.8544, -0.2719], [-5.3876, -5.5612, -1.1170], [-5.0316, -5.1793, -3.5430], [-5.1359, -7.0862, -5.1278], [-5.5772, -9.3779, -4.2841], [-5.9063, -9.7636, -1.8548], [9.2383, 1.0996, 0.1839], [10.6177, 1.2910, 0.1104], [11.1479, 2.2073, -0.7974], [10.2972, 2.9399, -1.6257], [8.9176, 2.7511, -1.5495], [8.3879, 1.8281, -0.6481], [8.8256, 0.3829, 0.8892], [11.2801, 0.7251, 0.7606], [12.2232, 2.3513, -0.8592], [10.7100, 3.6575, -2.3298], [8.2546, 3.3233, -2.1939], [7.3134, 1.6773, -0.5929], [4.1855, 6.5312, -0.5492], [4.5220, 5.5128, 0.3421], [4.5400, 5.7634, 1.7139], [4.2115, 7.0310, 2.1953], [3.8715, 8.0483, 1.3042], [3.8625, 7.8003, -0.0682], [4.1750, 6.3366, -1.6184], [4.7712, 4.5233, -0.0327], [4.8087, 4.9714, 2.4077], [4.2207, 7.2251, 3.2646], [3.6140, 9.0357, 1.6796], [3.6029, 8.5946, -0.7625], [-0.5057, 4.5322, -2.4394], [0.6935, 5.2438, -2.4579], [0.6779, 6.6365, -2.5294], [-0.5384, 7.3186, -2.5725], [-1.7376, 6.6071, -2.5502], [-1.7218, 5.2140, -2.4881], [-0.4931, 3.4467, -2.3871], [1.6411, 4.7125, -2.4174], [1.6125, 7.1903, -2.5506], [-0.5508, 8.4042, -2.6233], [-2.6854, 7.1390, -2.5821], [-2.6562, 4.6598, -2.4763]], "forces_ev_per_angstrom": [[0.4, 0.2, -0.6], [-1.5, -1.4, 0.7], [0.9, 0.4, 2.2], [1.1, -1.3, 0.1], [-1.2, 1.4, 0.0], [0.6, -0.4, -1.7], [-0.1, -0.5, 0.0], [1.3, 0.0, 0.5], [0.5, -0.2, 1.2], [-0.2, 1.5, 1.0], [1.0, 2.9, 1.1], [-1.4, 4.5, -3.6], [2.8, -4.9, 3.3], [-4.8, -2.7, 2.6], [1.3, -1.4, -2.6], [-0.7, 1.0, 1.2], [-1.1, 0.6, -0.4], [-0.2, -0.4, 1.0], [-0.3, -0.5, 0.6], [0.5, 0.8, 1.6], [-1.3, -2.5, 0.0], [1.4, 0.5, -0.7], [0.5, 1.9, -0.1], [1.1, 1.3, 1.9], [-2.3, 0.7, 0.0], [0.6, 0.6, -2.2], [0.0, -1.1, -1.9], [2.6, 0.0, 0.2], [0.1, -0.9, -2.0], [-1.2, 2.0, -0.5], [1.7, -0.9, 1.7], [-1.0, 1.5, 1.5], [-1.2, -0.1, 2.4], [-1.3, -1.8, -1.0], [-1.9, -0.3, -1.7], [1.4, 1.2, -1.0], [-1.9, 1.3, -1.1], [-0.9, -1.3, 1.6], [1.7, 0.2, -0.9], [0.5, -2.3, -1.3], [1.7, 1.5, -0.5], [0.8, 1.1, 0.7], [0.5, -1.6, 0.0], [-1.1, -2.4, -0.6], [2.1, -0.5, -1.3], [0.2, 1.9, 0.9], [-0.7, 2.3, -0.4], [0.1, -2.2, -0.7], [-2.2, 0.9, -1.0], [0.3, 0.1, 1.5], [0.4, -1.2, -1.5], [0.1, 0.0, 0.1], [0.1, 0.2, 0.1], [0.0, 0.1, 0.0], [-0.2, 0.0, -0.1], [-0.1, -0.1, -0.1], [0.1, -0.2, 0.0], [0.2, 0.0, 0.0], [0.1, 0.1, 0.0], [0.0, 0.1, 0.0], [-0.1, 0.0, 0.0], [-0.1, -0.1, 0.0], [0.0, -0.1, 0.0], [0.0, 0.0, -0.2], [0.0, -0.1, -0.1], [0.0, -0.2, 0.0], [0.0, 0.0, 0.2], [0.0, 0.1, 0.1], [0.0, 0.2, 0.0], [0.0, 0.0, -0.1], [0.0, -0.1, -0.1], [0.0, -0.1, 0.1], [0.0, 0.0, 0.2], [0.0, 0.1, 0.1], [0.0, 0.1, -0.1], [0.1, 0.2, -0.2], [-0.1, 0.1, -0.1], [-0.2, 0.0, 0.0], [-0.1, -0.1, 0.1], [0.1, -0.1, 0.1], [0.2, 0.0, 0.0], [0.1, 0.1, -0.1], [-0.1, 0.1, -0.1], [-0.1, 0.0, 0.0], [-0.1, -0.1, 0.1], [0.1, -0.1, 0.1], [0.2, 0.0, 0.0], [0.0, 0.1, 0.2], [0.0, 0.2, 0.1], [-0.1, 0.2, -0.1], [0.0, -0.1, -0.2], [0.0, -0.1, -0.1], [0.0, -0.2, 0.1], [0.0, 0.0, 0.1], [0.0, 0.1, 0.0], [0.0, 0.1, -0.1], [0.0, 0.0, -0.2], [0.0, -0.2, -0.1], [0.0, -0.1, 0.1], [0.0, 0.1, -0.1], [-0.2, 0.2, 0.0], [-0.2, -0.1, 0.0], [0.0, -0.2, 0.0], [0.2, -0.1, 0.0], [0.1, 0.2, 0.0], [0.0, 0.5, -0.1], [-0.1, 0.1, 0.0], [-0.1, -0.1, 0.0], [0.0, -0.1, 0.0], [0.1, -0.1, 0.0], [0.2, 0.0, 0.0]], "mulliken_charge": [-0.772, -0.195, -0.460, 0.820, -1.563, 0.191, -0.184, -0.438, -0.305, -0.548, -0.547, 1.405, -0.607, -0.636, -0.570, 1.832, -0.766, -0.382, -1.448, 0.463, -0.575, -0.494, -0.578, 0.141, 0.218, 0.382, 0.192, 0.330, -0.560, 0.063, 0.303, 0.358, 0.407, 0.064, 0.190, 0.169, 0.240, 0.269, 0.329, 0.528, 0.012, 0.218, 0.239, 0.284, 0.287, 0.140, 0.409, 0.241, 0.252, 0.176, 0.297, -0.198, -0.384, -0.598, -0.332, -0.415, -0.519, 0.455, 0.464, 0.387, 0.416, 0.407, 0.446, -0.437, 0.191, -0.514, -0.434, -0.430, -0.404, 0.315, 0.268, 0.388, 0.356, 0.353, 0.356, -0.294, -0.468, -0.415, -0.320, -0.589, 0.122, 0.285, 0.349, 0.347, 0.357, 0.365, 0.233, -0.517, -0.104, -0.333, -0.422, -0.418, -0.413, 0.410, 0.359, 0.350, 0.357, 0.357, 0.364, -0.060, -0.525, -0.188, -0.500, -0.389, -0.476, 0.432, 0.374, 0.322, 0.350, 0.353, 0.384], "homo_energy_ha": -0.318, "smiles": "CCOCC[C@@]1(CCCO)OS(=O)(=O)O[C@]1(CN)C[C@@H](O)CN.c1ccccc1.c1ccccc1.c1ccccc1.c1ccccc1.c1ccccc1", "energy_ha": -2707.32049, "de_lowest_kcal_mol": 180.3, "lumo_ev": 0.208}